[1]
C23H29As2BCoF5O5 | the ωB97M-V functional and the def2-TZVPD basis

ORCA input file:
```
! RIJCOSX wB97M-V def2-TZVPD def2/J DEFGRID3
* xyz 0 1
As 0.17651 -0.20965 2.61205
As 2.68540 -0.80745 0.53545
Co -1.27702 0.93820 0.86974
F -5.31340 -4.15759 0.36232
F -6.27905 -3.03468 -1.92637
F -3.37955 -2.92575 1.78019
F -5.26752 -0.64294 -2.76545
F -3.34995 0.60653 -1.35212
O -0.90442 1.84940 -1.82631
O -2.47325 2.55334 1.11147
O -0.30255 2.58563 1.18403
O -2.34916 -0.56189 0.97965
O -0.16300 -0.28599 -1.44266
C -4.81344 -1.20584 -1.64020
C 4.36790 0.08616 2.80096
C 3.07208 -0.13325 2.34592
C 4.51173 -1.22961 -0.05751
C -1.41271 3.17524 1.35906
C -0.45004 1.38507 -3.12803
C 2.57188 0.96485 -0.30285
C 2.24679 0.57659 4.50282
C -5.32495 -2.41684 -1.22101
C 3.54497 0.79418 4.94137
C -3.29878 -1.11385 0.26482
C -0.88083 0.42774 4.12268
C -0.12036 -0.14229 -2.88927
C -3.82824 -0.56792 -0.90594
C -1.16433 -1.10161 -3.44272
C -3.84149 -2.34619 0.66157
C 0.00524 -2.13094 2.82530
C -1.57741 1.64092 -4.11415
C 0.75569 2.23732 -3.49269
C 1.26200 -0.57434 -3.34678
C 2.00197 0.11265 3.21467
C -4.83089 -2.98469 -0.05677
C 4.60750 0.54702 4.08830
B -0.71791 0.84662 -0.93263
H -2.15886 -0.87275 -3.06141
H 0.33961 -2.43653 3.81534
H 0.61268 -2.61555 2.06271
H -0.90809 -2.11339 -3.12888
H 1.67703 1.48024 0.04499
H -1.19254 -1.07378 -4.53254
H -0.65554 1.47504 4.31961
H 4.93482 -2.02251 0.55816
H 1.54027 2.15833 -2.74113
H 5.62464 0.70817 4.42226
H -1.03921 -2.39365 2.67079
H 1.41757 -1.61536 -3.06372
H 5.21170 -0.10952 2.15224
H 1.16579 1.95510 -4.46295
H 1.42714 0.77961 5.17954
H 0.44213 3.27974 -3.54131
H 4.44309 -1.59391 -1.08257
H -1.30490 1.29660 -5.11350
H 2.51840 0.84861 -1.38549
H 2.04906 0.02618 -2.89398
H 3.45109 1.55442 -0.04393
H -0.69343 -0.16551 5.01655
H 5.16820 -0.36029 -0.03979
H -1.93207 0.33238 3.85137
H 1.35137 -0.49838 -4.43195
H 3.72017 1.15533 5.94648
H -2.49988 1.15188 -3.81057
H -1.43411 4.20213 1.73811
H -1.76552 2.71320 -4.16337
*
```

## Properties
Molar mass: 700.06 g/mol
Energy above the lowest of the compared OMol25 structures with the same formula, charge and spin: 69.68 kJ/mol
HOMO-LUMO gap (spin up / spin down): 7.87 / 7.88 eV



[2]
C23H29AsMnN3OS3 | the ωB97M-V functional and the def2-TZVPD basis

ORCA input file:
```
! RIJCOSX wB97M-V def2-TZVPD def2/J DEFGRID3
* xyz 1 6
As 0.39494 0.01897 1.09395
Mn -0.43654 -0.16656 -1.24663
S -1.90731 1.59418 -0.68086
S 0.63585 2.46784 -2.73440
S -2.45540 -1.74622 -1.68094
O 0.96626 1.02507 -2.31305
N -0.40584 -3.46260 -1.55697
N -2.47663 -4.36976 -1.42958
N 0.46784 -2.40030 -1.76071
C 1.84954 -0.28973 2.31926
C 4.20715 -0.10441 2.77627
C -1.74151 -3.25886 -1.54435
C 1.63954 -0.82308 3.58561
C -0.45434 3.54234 3.21140
C -3.16290 -1.78937 2.48229
C -0.32472 1.71865 1.64274
C -1.42750 4.13444 2.41684
C -0.75479 2.42632 -3.90637
C 2.19755 1.84665 -4.98039
C 1.97386 2.85599 -3.86423
C -1.53865 -3.53905 2.18050
C -2.82550 -3.13517 2.52126
C -2.22062 -0.84005 2.10333
C -0.93558 -1.23926 1.76424
C -1.29303 2.31556 0.82206
C 3.99762 -0.63818 4.04116
C -0.59909 -2.59254 1.79616
C -1.83937 3.53252 1.23758
C 2.71670 -0.99587 4.44421
C 3.13322 0.06641 1.91309
C 0.09655 2.33540 2.81916
C -1.16240 1.03094 -4.35110
H -2.07602 -5.26937 -1.22303
H 0.73921 -2.34952 -2.73876
H -2.49035 0.20727 2.07060
H 2.27939 0.83894 -4.57392
H 1.39611 1.86810 -5.71918
H 5.20450 0.17792 2.46287
H 0.41068 -2.90560 1.55355
H -1.52762 0.43628 -3.51997
H 3.29382 0.48297 0.92645
H -0.13039 4.01487 4.13032
H 2.55425 -1.40696 5.43290
H -1.98916 1.11406 -5.05800
H -0.34785 0.49087 -4.82946
H 4.83388 -0.77429 4.71589
H -3.55948 -3.86942 2.83085
H 3.12975 2.07653 -5.49785
H -1.87046 5.07642 2.71736
H 0.64295 -1.09664 3.90530
H -1.56585 2.91701 -3.36998
H -1.26565 -4.58687 2.23158
H -0.03750 -4.39720 -1.62602
H 1.29913 -2.53539 -1.19818
H 1.75420 3.86175 -4.23037
H -3.47460 -4.26409 -1.36243
H -4.16258 -1.47260 2.75169
H 0.85840 1.86951 3.43001
H -0.45874 3.05409 -4.74909
H 2.84015 2.92104 -3.20357
H -2.59505 4.00004 0.61893
*
```

## Properties
Molar mass: 589.57 g/mol
Energy above the lowest of the compared OMol25 structures with the same formula, charge and spin: 0.00 kJ/mol
HOMO-LUMO gap (spin up / spin down): 7.36 / 7.46 eV
<S²>: 8.76



[3]
C23H29ClN6O2 | the ωB97M-V functional and the def2-TZVPD basis

ORCA input file:
```
! RIJCOSX wB97M-V def2-TZVPD def2/J DEFGRID3
* xyz 0 1
Cl 1.47840 -1.33487 -2.30012
O -3.08190 4.46172 -0.00126
O -0.72673 -2.44563 4.17036
N 0.72026 2.64237 -1.80692
N -2.63110 2.24573 0.17755
N -0.44128 -1.49320 2.16128
N -0.33423 4.49652 -1.58201
N -0.76424 1.11503 -0.64579
N 0.70332 3.95759 -2.07611
C 2.65930 -2.93883 4.25653
C 2.35192 -4.37720 3.83946
C 1.05153 -0.31365 -3.62969
C -0.32194 -1.52004 0.72388
C -2.45730 -0.15426 0.55294
C 2.58290 -1.18810 6.06649
C -2.32286 3.56093 -0.25095
C 1.22228 1.06377 -3.55403
C 0.54462 -0.90794 -4.77553
C -1.70108 -1.39573 0.06741
C 0.86248 1.83502 -4.65410
C -2.46123 -0.12030 2.09182
C -0.38745 2.32684 -1.10945
C -1.89016 1.11979 -0.00953
C 0.35264 1.25167 -5.79861
C 0.86986 -4.67482 3.60635
C -1.06881 3.54344 -0.95982
C 0.19435 -0.12317 -5.85873
C 1.73323 1.75807 -2.31571
C 2.13950 -2.58445 5.64738
C 0.26866 -3.82723 2.48113
C -1.04067 -0.26302 2.63472
C -0.34447 -2.54306 3.01884
H -2.90370 0.80511 2.46350
H 0.30246 -4.49200 4.51908
H 0.08003 1.86784 -6.64113
H 3.74466 -2.80235 4.24054
H 2.20427 -0.94805 7.05719
H 2.60412 2.37360 -2.55478
H 2.23227 -2.24399 3.52957
H 1.03863 -3.61210 1.74090
H 2.50969 -3.31605 6.36951
H -0.42145 0.57747 2.30299
H 0.98414 2.90707 -4.59503
H -3.49632 -0.21771 0.20430
H 0.29380 -0.67290 0.40954
H -3.51267 2.17163 0.67318
H 2.90076 -4.59981 2.91904
H -1.57324 -1.34934 -1.01372
H -1.05466 -0.29720 3.72544
H 1.98640 1.03150 -1.54116
H 3.66923 -1.11672 6.08699
H 1.05048 -2.62470 5.64891
H -0.20206 -0.58795 -6.74821
H -2.29418 -2.27876 0.31368
H 0.15156 -2.43894 0.38638
H 2.72364 -5.05438 4.61219
H -3.06002 -0.95514 2.46011
H 0.42577 -1.97966 -4.81135
H -0.53592 -4.38114 1.98945
H 2.20416 -0.44543 5.36713
H 0.77041 -5.73279 3.35458
*
```

## Properties
Molar mass: 456.98 g/mol
Energy above the lowest of the compared OMol25 structures with the same formula, charge and spin: 0.00 kJ/mol
HOMO-LUMO gap: 9.58 eV



[4]
C23H29F2IO3 | the ωB97M-V functional and the def2-TZVPD basis

ORCA input file:
```
! RIJCOSX wB97M-V def2-TZVPD def2/J DEFGRID3
* xyz 0 1
I 2.66236 0.51892 4.34661
F -1.41929 -5.68400 -0.93363
F 4.05300 6.19919 1.32548
O -1.83511 4.10514 1.02426
O -0.37500 2.80013 -0.18971
O -2.48310 2.27434 -0.22505
C -1.67523 -1.27850 0.89449
C 2.77273 7.61617 -0.04893
C 1.34616 0.17927 1.59232
C 0.21737 -6.46218 -4.05744
C 0.53794 6.04432 0.48959
C -0.83350 -1.90082 -0.20666
C 0.75606 -8.14785 -2.43044
C -3.35670 0.42020 1.67589
C -1.58994 3.16764 0.27504
C -0.05961 -3.09875 0.36434
C -2.53949 -0.09884 0.47535
C 1.54633 7.93112 -0.61543
C -0.01548 -7.48891 -1.48479
C -0.66418 -6.32717 -1.84895
C 2.86020 6.51266 0.77502
C -0.56339 -5.80154 -3.12062
C 2.60823 0.73791 2.22164
C 0.87498 -7.63542 -3.71478
C 0.43082 7.14905 -0.34543
C -1.79741 1.01198 -0.26195
C -0.31234 1.33389 0.04718
C 1.76488 5.72067 1.05161
C 0.20279 1.22351 1.48154
H -3.09198 1.43381 1.94149
H 1.26487 -9.06370 -2.16290
H -0.10772 -1.21856 -0.63668
H 1.87519 4.86063 1.69999
H -1.04006 -1.05916 1.74258
H -3.22628 -0.22107 2.53532
H -0.11534 -7.86711 -0.47622
H -1.43832 -2.29124 -1.01859
H 0.90816 -3.23272 -0.10241
H 3.65296 8.21543 -0.24007
H 1.46239 8.78929 -1.26873
H -1.82456 0.76531 -1.32009
H -0.59387 0.90304 2.13908
H 2.74015 1.78516 2.00069
H -1.09014 -4.88957 -3.36865
H -4.40739 0.44530 1.42457
H 1.47999 -8.14970 -4.44904
H 3.45770 0.21936 1.80735
H 1.63254 -0.14298 0.59653
H -0.52435 7.40102 -0.78701
H 0.58939 2.17140 1.82121
H 0.36050 1.03170 -0.73441
H 0.31182 -6.05991 -5.05674
H -0.33175 5.42944 0.70650
H 0.13005 -2.96062 1.42457
H -2.35132 -2.05547 1.23809
H -3.26135 -0.49996 -0.22500
H 1.00964 -0.71634 2.09388
H -0.64760 -4.00165 0.30127
*
```

## Properties
Molar mass: 518.38 g/mol
HOMO-LUMO gap: 9.38 eV